Entry 1:
C62H69AsBBiN11O3SSe | ωB97M-V with the def2-TZVPD basis set

Results
LUMO level = -0.105 Eh
HOMO energy = -10.0331 eV
HOMO-LUMO gap = 7.18 eV
Total charge = +1
M = 1422.0 g mol⁻¹
Energy = -8506.75179 hartree

Cartesian coordinates (Å):
Bi  -0.08  0.26  -0.57
C  5.18  -0.61  4.39
C  3.84  -1.09  3.93
C  3.00  -1.92  4.61
C  1.86  -2.03  3.80
N  1.99  -1.31  2.68
N  3.23  -0.73  2.77
B  4.00  0.08  1.69
N  4.07  -0.61  0.30
N  3.24  -0.46  -0.77
C  3.77  -1.18  -1.76
C  4.94  -1.83  -1.33
C  5.11  -1.43  -0.02
C  6.24  -1.82  0.87
C  3.30  -1.24  -3.16
C  3.09  -0.10  -3.92
C  2.83  -0.18  -5.29
C  2.80  -1.42  -5.91
C  3.02  -2.57  -5.17
C  3.26  -2.48  -3.81
N  3.72  1.63  1.70
N  2.56  2.30  1.42
C  2.90  3.60  1.39
C  4.27  3.76  1.63
C  4.76  2.50  1.84
C  6.17  2.17  2.23
C  2.04  4.78  1.16
C  0.95  5.08  1.96
C  0.23  6.26  1.78
C  0.62  7.17  0.81
C  1.74  6.90  0.03
C  2.45  5.72  0.21
C  0.70  -2.85  4.24
C  0.65  -4.21  3.96
C  -0.31  -5.02  4.55
C  -1.22  -4.48  5.45
C  -1.17  -3.12  5.74
C  -0.22  -2.31  5.13
H  5.40  -1.08  5.35
H  5.18  0.47  4.54
H  5.98  -0.86  3.70
H  3.16  -2.39  5.57
H  5.12  0.03  2.08
H  5.60  -2.45  -1.92
H  6.92  -2.47  0.31
H  5.90  -2.36  1.75
H  6.81  -0.95  1.21
H  3.20  0.88  -3.47
H  2.68  0.73  -5.86
H  2.63  -1.48  -6.98
H  3.00  -3.54  -5.65
H  3.45  -3.38  -3.23
H  4.82  4.68  1.67
H  6.70  3.10  2.41
H  6.70  1.63  1.44
H  6.21  1.57  3.13
H  0.69  4.41  2.76
H  -0.62  6.47  2.42
H  0.07  8.09  0.67
H  2.06  7.61  -0.72
H  3.33  5.52  -0.39
H  1.37  -4.64  3.28
H  -0.33  -6.08  4.33
H  -1.94  -5.11  5.95
H  -1.86  -2.69  6.46
H  -0.16  -1.26  5.39
O  1.21  2.29  -1.76
C  0.58  3.12  -2.75
C  -0.05  4.27  -1.99
C  -0.85  3.79  -0.78
C  -2.05  3.04  -1.23
C  -3.16  3.75  -1.67
C  -4.26  3.09  -2.17
C  -4.23  1.71  -2.23
C  -3.09  1.06  -1.79
N  -2.02  1.70  -1.29
H  1.90  1.71  -2.12
H  -0.15  2.55  -3.31
H  1.31  3.52  -3.46
H  -0.68  4.84  -2.67
H  0.73  4.93  -1.62
H  -1.16  4.64  -0.17
H  -0.21  3.16  -0.16
H  -3.14  4.83  -1.60
H  -5.13  3.64  -2.52
H  -5.06  1.13  -2.60
H  -3.03  -0.02  -1.83
C  -6.75  -2.65  -4.82
C  -5.35  -2.13  -4.63
C  -4.41  -2.86  -3.90
C  -3.12  -2.38  -3.72
C  -2.77  -1.15  -4.25
C  -3.68  -0.42  -5.01
C  -4.96  -0.92  -5.19
S  -1.14  -0.50  -4.05
O  -0.32  -1.14  -5.03
O  -1.24  0.94  -4.06
N  -0.68  -0.93  -2.53
C  0.13  -2.06  -2.34
C  0.35  -3.15  -3.19
C  1.21  -4.14  -2.77
C  1.86  -4.04  -1.54
C  1.59  -2.95  -0.76
N  0.71  -2.01  -1.13
H  -6.87  -3.64  -4.39
H  -7.00  -2.70  -5.88
H  -7.47  -1.98  -4.35
H  -4.68  -3.83  -3.49
H  -2.39  -2.97  -3.18
H  -3.38  0.52  -5.45
H  -5.67  -0.35  -5.78
H  -0.12  -3.19  -4.16
H  1.39  -4.99  -3.41
H  2.57  -4.79  -1.22
H  2.05  -2.79  0.21
Se  0.54  1.14  2.96
N  -0.81  1.38  1.82
C  -1.71  2.17  2.46
C  -2.93  2.63  1.92
C  -3.72  3.45  2.68
C  -3.35  3.83  3.99
C  -2.20  3.36  4.56
C  -1.36  2.51  3.81
N  -0.20  2.00  4.26
H  -3.24  2.33  0.93
H  -4.65  3.82  2.26
H  -4.00  4.49  4.56
H  -1.91  3.63  5.57
C  -4.94  -0.51  0.34
C  -3.98  -1.66  0.00
As  -2.13  -1.41  0.62
C  -1.60  -3.29  0.69
C  -2.01  -4.17  -0.48
C  -2.53  -1.16  2.53
C  -3.58  -2.10  3.12
H  -5.88  -0.65  -0.18
H  -4.54  0.46  0.05
H  -5.14  -0.47  1.41
H  -3.95  -1.85  -1.07
H  -4.30  -2.57  0.50
H  -1.99  -3.68  1.62
H  -0.51  -3.29  0.78
H  -3.10  -4.22  -0.59
H  -1.65  -5.18  -0.31
H  -1.59  -3.82  -1.42
H  -2.83  -0.13  2.67
H  -1.57  -1.29  3.04
H  -3.38  -3.15  2.91
H  -4.58  -1.86  2.77
H  -3.57  -1.98  4.20

***

Entry 2:
C62H80N3O3PRbSSeTe | ωB97M-V with the def2-TZVPD basis set

Results
2S+1 = 2
Relative energy (zero: lowest compared OMol25 entry of this formula, charge and spin) = 0.870 eV
LUMO level (spin up / spin down) = 0.125 / 0.125 Eh
HOMO energy (spin up / spin down) = -1.4671 / -1.8432 eV
HOMO-LUMO gap (spin up / spin down) = 4.87 / 5.25 eV
Total charge = -2
M = 1270.4 g mol⁻¹
Energy = -6233.69311 hartree

Cartesian coordinates (Å):
Rb  -0.44  0.04  0.23
C  4.03  -7.05  2.18
C  3.35  -7.11  0.81
C  4.45  -7.21  -0.26
C  2.49  -8.38  0.76
C  2.48  -5.88  0.55
C  2.35  -4.83  1.44
C  1.57  -3.71  1.16
Se  1.48  -2.29  2.44
C  2.71  -1.07  1.60
C  3.86  -1.58  1.03
C  4.77  -0.77  0.37
C  4.46  0.59  0.32
C  3.30  1.15  0.87
C  2.37  0.32  1.57
O  1.27  0.74  2.09
C  3.12  2.67  0.67
C  1.76  3.25  1.08
C  3.30  3.04  -0.82
C  4.20  3.40  1.49
C  5.99  -1.39  -0.29
C  6.88  -0.34  -0.97
C  5.54  -2.40  -1.36
C  6.84  -2.13  0.75
C  0.84  -3.58  -0.06
O  0.11  -2.57  -0.32
C  0.98  -4.69  -0.99
C  1.78  -5.76  -0.66
C  0.24  -4.62  -2.33
C  0.50  -5.86  -3.19
C  -1.27  -4.53  -2.09
C  0.72  -3.40  -3.13
H  4.63  -7.95  2.33
H  3.29  -7.00  2.98
H  4.68  -6.18  2.26
H  5.07  -8.09  -0.09
H  5.08  -6.32  -0.23
H  4.02  -7.28  -1.26
H  3.10  -9.27  0.94
H  1.99  -8.49  -0.20
H  1.71  -8.34  1.53
H  2.88  -4.83  2.39
H  4.02  -2.65  1.09
H  5.14  1.25  -0.19
H  0.95  2.85  0.46
H  1.79  4.33  0.91
H  1.52  3.04  2.11
H  2.55  2.52  -1.43
H  4.29  2.78  -1.20
H  3.16  4.11  -0.96
H  4.06  3.19  2.55
H  4.12  4.49  1.35
H  5.20  3.09  1.20
H  6.34  0.19  -1.75
H  7.75  -0.83  -1.42
H  7.25  0.39  -0.24
H  4.95  -1.89  -2.13
H  4.91  -3.17  -0.93
H  6.40  -2.88  -1.84
H  7.18  -1.44  1.52
H  7.71  -2.60  0.29
H  6.26  -2.91  1.25
H  1.87  -6.57  -1.37
H  0.15  -6.78  -2.70
H  1.56  -5.98  -3.43
H  -0.05  -5.76  -4.13
H  -1.63  -5.42  -1.56
H  -1.80  -4.47  -3.05
H  -1.50  -3.65  -1.50
H  1.78  -3.49  -3.37
H  0.56  -2.49  -2.56
H  0.16  -3.33  -4.08
C  -4.32  -2.38  3.63
P  -2.88  -1.57  2.79
C  -2.23  -3.03  1.89
C  -1.68  -1.41  4.17
C  -1.54  -2.32  5.21
C  -0.56  -2.14  6.18
C  0.32  -1.07  6.09
C  0.21  -0.17  5.04
C  -0.80  -0.33  4.10
H  -4.08  -3.34  4.07
H  -5.10  -2.52  2.88
H  -4.73  -1.72  4.40
H  -2.06  -3.88  2.55
H  -1.30  -2.78  1.37
H  -2.96  -3.31  1.13
H  -2.19  -3.18  5.27
H  -0.46  -2.87  6.98
H  1.12  -0.96  6.82
H  0.92  0.64  4.92
H  -0.84  0.38  3.28
C  -4.65  9.54  -1.56
C  -4.03  8.18  -1.36
C  -2.75  7.90  -1.81
C  -2.16  6.65  -1.63
C  -0.76  6.42  -2.10
C  -2.91  5.62  -1.01
Te  -2.15  3.64  -0.83
N  -1.31  3.48  -2.66
C  -1.03  2.20  -2.78
O  -1.21  1.30  -1.91
C  -0.46  1.78  -4.11
C  -0.45  0.44  -4.46
C  0.08  0.03  -5.67
C  0.62  0.96  -6.55
C  0.63  2.30  -6.20
C  0.09  2.71  -4.99
C  -4.25  2.75  -2.25
C  -4.75  1.56  -1.75
C  -5.75  0.88  -2.44
C  -6.23  1.39  -3.63
C  -5.72  2.58  -4.13
C  -4.72  3.29  -3.45
C  -4.17  4.58  -4.00
C  -4.20  5.90  -0.53
C  -5.03  4.90  0.23
C  -4.73  7.17  -0.72
H  -4.08  10.13  -2.27
H  -4.67  10.09  -0.61
H  -5.67  9.46  -1.92
H  -2.17  8.68  -2.30
H  -0.27  7.37  -2.36
H  -0.73  5.76  -2.96
H  -0.17  5.93  -1.33
H  -0.86  -0.28  -3.76
H  0.08  -1.03  -5.93
H  1.05  0.63  -7.49
H  1.07  3.03  -6.87
H  0.08  3.75  -4.70
H  -4.36  1.15  -0.82
H  -6.13  -0.06  -2.06
H  -6.99  0.86  -4.19
H  -6.09  2.98  -5.07
H  -4.62  4.82  -4.97
H  -3.09  4.50  -4.10
H  -4.36  5.40  -3.31
H  -4.75  3.87  0.00
H  -6.09  5.01  -0.01
H  -4.91  5.04  1.31
H  -5.73  7.38  -0.36
S  -2.75  3.29  3.20
C  -3.12  2.42  4.55
N  -3.85  1.28  4.60
C  -3.85  0.67  5.92
C  -2.82  1.52  6.68
N  -2.73  2.71  5.83
H  -3.98  0.76  3.74
H  -3.56  -0.37  5.89
H  -4.85  0.75  6.38
H  -1.86  1.00  6.73
H  -3.15  1.77  7.68
H  -1.96  3.34  5.91